# 1
This record from the Open Molecules 2025 dataset describes 2 unconnected molecules or ions with the total composition C11H12NO2 at a distorted geometry. The level of theory is wB97M-V/def2-TZVPD.

- Total charge: -1
- Frontier orbital gap: 7.87 eV
- Highest occupied orbital energy: -4.52 eV
- Energy above the lowest of the compared OMol25 structures with the same formula, charge and spin: 28.7 kcal/mol
- E: -17188.1246 eV

CARTESIAN COORDINATES (ANGSTROEM)
C (-0.9291, 0.5965, -3.1743)
C (0.7305, 0.7978, -1.2270)
C (0.0061, -0.7746, 0.1285)
C (-0.3266, 0.1665, -1.9191)
C (-0.8239, -0.8454, -1.0665)
C (-0.2026, -1.6996, 1.2137)
C (-0.9586, -2.8636, 0.9923)
C (-1.7818, -1.9038, -1.0984)
C (-1.7550, -2.8596, -0.1399)
N (1.0041, 0.1160, -0.0559)
H (1.8140, 0.4457, 0.6003)
H (1.2279, 1.6881, -1.4547)
H (0.3734, -1.5408, 2.1316)
H (-1.4221, -0.3205, -3.5284)
H (-0.3719, 0.9386, -4.1276)
H (-0.9982, -3.6112, 1.7596)
H (-2.5086, -1.8007, -1.8928)
H (-2.3824, -3.7169, -0.4079)
H (-1.5548, 1.4397, -3.0631)
C (0.9814, 2.3442, 2.6407)
C (2.3413, 2.1529, 1.9622)
O (2.6499, 0.9441, 1.7684)
O (2.9172, 3.1882, 1.6391)
H (1.1272, 2.3479, 3.7055)
H (0.3629, 1.4987, 2.3570)
H (0.4801, 3.2716, 2.2565)

***

# 2
This record from the Open Molecules 2025 dataset describes a molecular structure, C27H27BrCl5IrO2 at a distorted geometry. The level of theory is wB97M-V/def2-TZVPD.

- Total charge: +1
- Frontier orbital gap (alpha / beta): 5.28 / 5.16 eV
- Highest occupied orbital energy (alpha / beta): -10.50 / -10.37 eV
- Expectation value of S²: 0.754
- Energy above the lowest of the compared OMol25 structures with the same formula, charge and spin: 39.1 kcal/mol
- E: -168017.0238 eV
- Multiplicity: 2

CARTESIAN COORDINATES (ANGSTROEM)
Ir (-0.5562, -0.1349, 0.9828)
Cl (5.6000, -2.5482, 3.6327)
C (4.3505, -1.9372, 2.6314)
C (3.0797, -1.7265, 3.1462)
Cl (2.7137, -2.0584, 4.7873)
C (2.0909, -1.2358, 2.3081)
Cl (0.4855, -0.9512, 2.9204)
C (2.2809, -0.9345, 0.9652)
O (1.3115, -0.4736, 0.1895)
C (3.5776, -1.1509, 0.4728)
Cl (3.8803, -0.7874, -1.1829)
C (4.5908, -1.6416, 1.2855)
Cl (6.1561, -1.8878, 0.6335)
C (-7.1283, 3.2425, 0.4293)
C (-6.9411, 2.1373, -0.6192)
C (-7.4236, 2.6628, -1.9706)
C (-7.7928, 0.9193, -0.2363)
C (-5.4705, 1.7277, -0.6557)
C (-4.8611, 1.2259, 0.4849)
C (-3.5363, 0.8716, 0.4141)
Br (-2.7202, 0.1936, 1.9922)
C (-2.7100, 0.9578, -0.7038)
O (-1.3999, 0.5817, -0.6439)
C (-3.3245, 1.4651, -1.8677)
C (-4.6733, 1.8265, -1.7853)
C (-2.6854, 1.6802, -3.2483)
C (-1.2269, 1.2665, -3.3416)
C (-3.4517, 0.8538, -4.2944)
C (-2.7629, 3.1722, -3.6106)
H (-8.1712, 3.5629, 0.4530)
H (-6.5096, 4.1107, 0.1955)
H (-6.8648, 2.8986, 1.4307)
H (-8.4749, 2.9417, -1.8929)
H (-7.3415, 1.9059, -2.7533)
H (-6.8702, 3.5512, -2.2819)
H (-8.8499, 1.1903, -0.2268)
H (-7.5386, 0.5440, 0.7562)
H (-7.6551, 0.1066, -0.9515)
H (-5.4045, 1.1128, 1.4141)
H (-5.1279, 2.2143, -2.6841)
H (-1.1210, 0.2024, -3.1345)
H (-0.6128, 1.8402, -2.6451)
H (-0.8602, 1.4557, -4.3546)
H (-3.3973, -0.2114, -4.0613)
H (-3.0143, 1.0123, -5.2826)
H (-4.5032, 1.1308, -4.3513)
H (-2.2099, 3.7750, -2.8876)
H (-3.7886, 3.5372, -3.6364)
H (-2.3277, 3.3361, -4.5988)
C (1.0795, 0.2820, -2.1388)
C (1.7393, 0.4019, -3.3482)
C (1.6016, -0.6046, -4.3357)
C (2.2661, -0.4846, -5.5311)
C (3.0786, 0.6302, -5.7488)
C (3.2325, 1.6345, -4.7906)
C (2.5636, 1.5275, -3.5963)
H (1.1863, 1.0253, -1.3652)
H (0.4826, -0.5864, -1.9120)
H (0.9680, -1.4586, -4.1309)
H (2.1707, -1.2419, -6.2961)
H (3.6084, 0.7172, -6.6892)
H (3.8743, 2.4802, -4.9918)
H (2.6590, 2.2874, -2.8307)

***

# 3
This record from the Open Molecules 2025 dataset describes a molecular structure, C16H32CaN4O3Sb. The level of theory is wB97M-V/def2-TZVPD.

- Total charge: +2
- Frontier orbital gap (alpha / beta): 7.53 / 8.00 eV
- Highest occupied orbital energy (alpha / beta): -14.26 / -14.29 eV
- Expectation value of S²: 0.752
- Energy above the lowest of the compared OMol25 structures with the same formula, charge and spin: 2.7 kcal/mol
- E: -54176.1916 eV
- Multiplicity: 2

CARTESIAN COORDINATES (ANGSTROEM)
Ca (1.2108, 0.3122, 0.6609)
O (-0.4193, -0.2323, 1.9200)
N (-1.3964, -0.5144, 2.7658)
C (-2.4832, -1.1697, 2.3198)
C (-3.5062, -1.4855, 3.1852)
C (-3.4089, -1.1251, 4.5215)
C (-2.2766, -0.4527, 4.9548)
C (-1.2756, -0.1568, 4.0558)
H (-2.4719, -1.4110, 1.2682)
H (-4.3696, -2.0107, 2.8040)
H (-4.2033, -1.3645, 5.2141)
H (-2.1581, -0.1534, 5.9859)
H (-0.3621, 0.3577, 4.3113)
O (0.2816, 3.3954, 1.1758)
N (1.0420, 2.7032, 1.6586)
C (0.3345, 1.1407, -3.4374)
N (1.6312, 1.7851, -3.3017)
C (2.3338, 1.8212, -2.1682)
N (3.5286, 2.4333, -2.1780)
O (1.8956, 1.3054, -1.1016)
H (-0.2401, 1.6656, -4.1955)
H (-0.2050, 1.2085, -2.4960)
H (0.4372, 0.0947, -3.7278)
H (2.0588, 2.1456, -4.1390)
H (3.9077, 2.8743, -2.9979)
H (4.0771, 2.4426, -1.3370)
C (5.2922, -2.4026, -0.9173)
C (4.7978, -2.7128, 0.4902)
C (5.5877, -1.9366, 1.5417)
Sb (2.7010, -2.3093, 0.8007)
C (1.6240, -3.5454, -0.6165)
C (0.1291, -3.5347, -0.3117)
C (1.8619, -3.0105, -2.0269)
C (2.5178, -3.2287, 2.7550)
C (2.5183, -2.1308, 3.8147)
C (1.3075, -4.1388, 2.9188)
H (6.3794, -2.4976, -0.9491)
H (5.0473, -1.3808, -1.2201)
H (4.8885, -3.0879, -1.6606)
H (4.9051, -3.7829, 0.6854)
H (5.4519, -0.8570, 1.4294)
H (6.6536, -2.1415, 1.4279)
H (5.3121, -2.2120, 2.5620)
H (2.0100, -4.5633, -0.5378)
H (-0.2662, -2.5098, -0.3012)
H (-0.1183, -3.9977, 0.6410)
H (-0.4113, -4.0728, -1.0935)
H (1.5174, -1.9728, -2.1148)
H (1.2925, -3.5994, -2.7490)
H (2.9070, -3.0385, -2.3289)
H (3.4274, -3.8252, 2.8566)
H (1.6211, -1.5101, 3.7182)
H (3.3932, -1.4778, 3.7517)
H (2.5059, -2.5684, 4.8153)
H (0.3737, -3.5867, 2.7904)
H (1.3001, -4.5577, 3.9275)
H (1.3128, -4.9743, 2.2176)

***

# 4
This record from the Open Molecules 2025 dataset describes a molecular structure, C14H51N3O10 at a distorted geometry. The level of theory is wB97M-V/def2-TZVPD.

- Total charge: 0
- Frontier orbital gap: 6.98 eV
- Highest occupied orbital energy: -7.16 eV
- Energy above the lowest of the compared OMol25 structures with the same formula, charge and spin: 854.4 kcal/mol
- E: -40253.2378 eV

CARTESIAN COORDINATES (ANGSTROEM)
C (2.5962, -1.5079, -2.1040)
C (1.0740, -1.5415, -2.0759)
O (0.5806, -0.7086, -3.1030)
H (2.9761, -0.4959, -1.9639)
H (3.1053, -1.7746, -3.0301)
H (2.8822, -2.1986, -1.3108)
H (0.6915, -1.1679, -1.1261)
H (0.6444, -2.5221, -2.2806)
H (0.9524, -0.9235, -3.9616)
O (-0.4995, 0.3463, -1.9341)
H (0.0106, 1.1433, -2.0788)
H (0.0895, -0.3647, -2.1865)
O (-2.2717, -1.3172, 1.5701)
H (-2.1655, -0.9719, 0.6837)
H (-1.4521, -1.0974, 2.0131)
O (-2.4966, 0.0967, -2.1468)
H (-2.8206, 0.6308, -2.8721)
H (-1.5467, 0.2120, -2.1695)
O (-3.1263, -1.1877, -0.3503)
H (-3.2794, -1.8164, -1.0557)
H (-2.5284, -0.5432, -0.7289)
O (-1.1827, -2.4803, -1.2645)
H (-1.0317, -1.6266, -0.8587)
H (-1.1697, -3.0989, -0.5342)
O (-0.6716, -0.5634, -0.0865)
H (-0.6406, -0.1489, -0.9487)
H (0.2150, -0.4630, 0.2601)
C (1.3170, -2.9697, 3.8689)
C (1.5119, -2.0710, 2.6966)
C (2.7221, -2.2066, 1.7903)
O (2.7117, -1.3163, 0.7106)
C (3.8137, -1.2789, -0.1281)
N (0.2861, -2.2647, 2.0079)
H (0.4150, -2.7088, 4.4225)
H (2.1241, -2.7691, 4.5734)
H (1.2554, -4.0174, 3.5745)
H (1.4960, -1.0614, 3.1071)
H (2.8707, -3.2155, 1.4053)
H (3.6691, -2.0739, 2.3133)
H (4.6310, -0.6782, 0.2709)
H (3.5467, -0.7438, -1.0394)
H (4.2332, -2.2343, -0.4432)
H (0.3209, -3.2007, 1.6300)
H (0.3915, -1.6240, 1.2342)
C (2.5357, 0.8796, 0.2424)
C (1.3990, 0.7392, 1.2247)
C (0.2179, 1.6449, 0.8670)
O (0.6100, 3.0211, 0.9235)
C (-0.4742, 3.8532, 1.2774)
N (1.0129, -0.6786, 1.1496)
H (2.2233, 1.0631, -0.7856)
H (3.2381, 0.0467, 0.2745)
H (3.1750, 1.7363, 0.4555)
H (1.7656, 0.8486, 2.2453)
H (-0.6267, 1.3633, 1.4959)
H (-0.1681, 1.4003, -0.1225)
H (-0.2410, 4.9099, 1.1462)
H (-0.6690, 3.8108, 2.3490)
H (-1.3608, 3.5642, 0.7130)
H (0.4535, -0.9397, 1.9489)
H (1.8458, -1.2103, 1.3584)
C (-2.7702, 1.0559, 0.5385)
C (-3.4597, 1.8291, -0.5483)
C (-2.5090, 2.5314, -1.5953)
O (-1.8169, 3.5783, -0.7982)
C (-0.4917, 3.8775, -1.2518)
N (-4.3964, 0.9639, -1.2173)
H (-3.5075, 0.4490, 1.0641)
H (-2.3608, 1.7048, 1.3127)
H (-1.9671, 0.3749, 0.2568)
H (-4.0449, 2.6322, -0.1004)
H (-2.8758, 3.0329, -2.4909)
H (-1.7749, 1.7963, -1.9250)
H (-0.4251, 4.0335, -2.3286)
H (0.1600, 3.0829, -0.8885)
H (-0.1729, 4.8096, -0.7853)
H (-4.9679, 0.3880, -0.6158)
H (-3.8069, 0.3325, -1.7406)

***

Which formula does entry 2 have?
C27H27BrCl5IrO2

***

What is the formula in the second record?
C27H27BrCl5IrO2